Entry 1:
{
  "formula": "C18H25BBr30N2O2P",
  "method": "ωB97M-V with the def2-TZVPD basis set",
  "elements": ["C", "C", "P", "C", "C", "C", "C", "C", "C", "B", "O", "O", "N", "N", "H", "H", "H", "H", "H", "H", "H", "H", "H", "H", "H", "H", "H", "H", "H", "C", "Br", "Br", "Br", "H", "C", "Br", "Br", "Br", "H", "C", "Br", "Br", "Br", "H", "C", "Br", "Br", "Br", "H", "C", "Br", "Br", "Br", "H", "C", "Br", "Br", "Br", "H", "C", "Br", "Br", "Br", "H", "C", "Br", "Br", "Br", "H", "C", "Br", "Br", "Br", "H", "C", "Br", "Br", "Br", "H"],
  "coordinates": [[-1.69, 1.38, 0.12], [-0.48, 0.54, 0.71], [0.97, 0.28, -0.44], [0.52, 0.09, -2.23], [-0.24, 1.31, -2.92], [2.35, 1.48, -0.16], [2.48, 2.77, -0.92], [3.61, 3.65, -0.56], [4.50, 3.14, 0.53], [5.74, 4.10, 0.97], [6.56, 4.72, 0.04], [5.90, 4.28, 2.36], [4.35, 1.95, 1.15], [3.31, 1.23, 0.79], [-2.39, 0.66, -0.39], [-1.37, 2.23, -0.54], [-2.23, 1.85, 0.99], [-0.78, -0.46, 1.12], [-0.09, 1.13, 1.59], [1.45, -0.10, -2.85], [-0.12, -0.83, -2.35], [-0.06, 2.30, -2.44], [-1.34, 1.11, -2.80], [-0.06, 1.31, -4.03], [1.77, 3.08, -1.71], [3.79, 4.63, -1.06], [7.04, 5.41, 0.55], [5.02, 4.18, 2.78], [3.22, 0.30, 1.31], [-4.61, -1.78, 0.42], [-2.95, -2.02, -0.54], [-4.73, -2.97, 1.94], [-4.91, 0.06, 0.92], [-5.42, -2.06, -0.26], [3.19, 2.15, 4.94], [2.30, 3.86, 5.10], [3.93, 1.56, 6.63], [2.03, 0.81, 4.16], [4.02, 2.29, 4.26], [7.18, 9.00, 0.06], [8.13, 7.65, 1.07], [5.35, 9.18, 0.64], [8.11, 10.69, 0.07], [7.16, 8.66, -0.97], [3.78, -2.78, 0.49], [2.81, -1.61, 1.69], [2.79, -4.40, 0.13], [4.30, -1.87, -1.14], [4.70, -3.07, 1.00], [-8.34, -1.67, 1.46], [-8.29, -2.38, -0.34], [-9.55, -0.17, 1.61], [-8.73, -3.05, 2.76], [-7.34, -1.30, 1.68], [8.64, 0.95, -0.04], [9.53, -0.42, 0.99], [6.79, 1.16, 0.50], [9.59, 2.63, 0.02], [8.64, 0.62, -1.07], [-2.11, -4.97, -3.42], [-1.24, -6.38, -2.44], [-3.97, -4.78, -2.89], [-1.14, -3.29, -3.28], [-2.11, -5.25, -4.46], [-9.14, -4.51, 6.86], [-10.06, -2.83, 6.59], [-9.14, -5.60, 5.26], [-7.36, -4.26, 7.55], [-9.70, -5.06, 7.61], [-0.65, -1.41, -7.38], [-1.40, -3.07, -8.01], [-1.84, -0.50, -6.15], [1.11, -1.66, -6.61], [-0.53, -0.76, -8.24], [-8.04, -6.71, -1.79], [-9.84, -7.34, -2.07], [-7.55, -5.34, -3.06], [-7.75, -6.15, 0.04], [-7.38, -7.56, -1.97]],
  "lowdin_charge": [-0.188, -0.394, 0.956, -0.381, -0.161, -0.296, 0.045, 0.098, -0.158, -0.674, 0.108, 0.133, -0.016, -0.037, -0.019, 0.067, 0.067, 0.058, 0.066, 0.082, 0.017, 0.042, 0.073, 0.058, 0.099, 0.134, 0.014, 0.090, -0.067, -1.572, 0.578, 0.607, 0.643, -0.073, -1.626, 0.585, 0.617, 0.565, -0.052, -1.612, 0.647, 0.568, 0.597, -0.025, -1.539, 0.657, 0.619, 0.579, -0.017, -1.620, 0.564, 0.588, 0.530, -0.105, -1.569, 0.589, 0.756, 0.616, -0.024, -1.585, 0.584, 0.544, 0.520, -0.026, -1.617, 0.560, 0.541, 0.563, -0.028, -1.617, 0.577, 0.553, 0.545, -0.027, -1.608, 0.585, 0.528, 0.543, -0.027],
  "orbital_gap_ev": 6.46,
  "multiplicity": 1,
  "charge": 1,
  "max_force_ha_per_bohr": 0.079
}


Entry 2:
{
  "formula": "C42H31F9NO2P2Pt",
  "method": "ωB97M-V with the def2-TZVPD basis set",
  "elements": ["Pt", "O", "C", "C", "C", "C", "C", "C", "P", "C", "C", "C", "C", "C", "C", "C", "C", "C", "C", "C", "C", "C", "C", "C", "C", "C", "C", "P", "C", "C", "C", "C", "C", "C", "C", "C", "C", "C", "C", "C", "H", "H", "H", "H", "H", "H", "H", "H", "H", "H", "H", "H", "H", "H", "H", "H", "H", "H", "H", "H", "H", "H", "H", "H", "H", "H", "H", "H", "C", "C", "N", "H", "H", "H", "F", "C", "F", "F", "C", "O", "C", "F", "F", "F", "C", "F", "F", "F"],
  "coordinates": [[0.47, 0.81, 1.03], [2.49, 0.26, 2.63], [3.75, 0.07, 2.08], [4.89, -0.30, 2.76], [6.10, -0.36, 2.06], [6.16, -0.07, 0.71], [4.99, 0.19, 0.02], [3.78, 0.22, 0.72], [2.27, 0.01, -0.20], [2.08, -1.76, -0.37], [1.34, -2.47, 0.58], [1.24, -3.85, 0.48], [1.89, -4.51, -0.55], [2.63, -3.80, -1.49], [2.74, -2.43, -1.40], [2.42, 0.81, -1.75], [1.82, 0.25, -2.90], [1.91, 0.93, -4.10], [2.56, 2.16, -4.16], [3.12, 2.73, -3.02], [3.04, 2.08, -1.81], [2.23, 0.29, 4.00], [3.13, 0.68, 4.97], [2.77, 0.58, 6.30], [1.52, 0.11, 6.68], [0.59, -0.16, 5.70], [0.94, -0.04, 4.35], [-0.41, -0.04, 3.16], [-1.27, 1.46, 3.56], [-0.50, 2.63, 3.48], [-1.10, 3.87, 3.64], [-2.46, 3.94, 3.89], [-3.22, 2.78, 4.01], [-2.64, 1.54, 3.86], [-1.34, -1.51, 3.38], [-2.71, -1.60, 3.09], [-3.39, -2.76, 3.39], [-2.70, -3.86, 3.89], [-1.32, -3.80, 4.11], [-0.63, -2.64, 3.85], [4.86, -0.57, 3.80], [6.99, -0.65, 2.60], [7.11, -0.10, 0.18], [5.02, 0.35, -1.05], [0.84, -1.95, 1.38], [0.65, -4.40, 1.20], [1.82, -5.59, -0.62], [3.14, -4.33, -2.29], [3.34, -1.89, -2.13], [1.30, -0.69, -2.84], [1.48, 0.50, -4.99], [2.61, 2.69, -5.10], [3.62, 3.69, -3.08], [3.46, 2.52, -0.91], [4.09, 1.10, 4.69], [3.48, 0.88, 7.06], [1.26, 0.01, 7.72], [-0.42, -0.45, 5.97], [0.57, 2.57, 3.33], [-0.50, 4.77, 3.58], [-2.93, 4.91, 4.03], [-4.28, 2.85, 4.24], [-3.23, 0.66, 4.02], [-3.22, -0.79, 2.62], [-4.45, -2.82, 3.22], [-3.23, -4.78, 4.10], [-0.79, -4.67, 4.50], [0.44, -2.59, 4.04], [0.22, 4.96, -0.98], [0.52, 3.79, -0.16], [0.75, 2.87, 0.47], [0.95, 5.75, -0.78], [-0.78, 5.33, -0.75], [0.27, 4.69, -2.03], [-1.44, 2.37, -1.26], [-1.60, 1.07, -1.55], [-0.35, 0.56, -1.72], [-2.24, 0.97, -2.69], [-2.27, 0.33, -0.35], [-1.59, 0.58, 0.85], [-3.72, 0.90, -0.15], [-4.44, 0.74, -1.25], [-4.33, 0.30, 0.87], [-3.64, 2.20, 0.14], [-2.29, -1.21, -0.69], [-2.50, -1.44, -1.97], [-1.10, -1.74, -0.37], [-3.21, -1.86, 0.01]],
  "lowdin_charge": [1.021, -0.075, -0.237, 0.022, 0.006, -0.021, -0.038, -0.255, 1.060, -0.324, -0.108, -0.038, -0.014, -0.023, -0.060, -0.367, -0.078, -0.017, 0.001, -0.036, -0.093, -0.246, 0.010, 0.001, -0.019, -0.039, -0.280, 1.117, -0.336, -0.105, -0.039, -0.007, -0.016, -0.039, -0.329, -0.069, -0.016, 0.006, -0.029, -0.075, 0.123, 0.136, 0.132, 0.123, 0.053, 0.118, 0.129, 0.129, 0.119, 0.117, 0.132, 0.132, 0.127, 0.117, 0.128, 0.135, 0.132, 0.134, 0.095, 0.124, 0.130, 0.131, 0.106, 0.080, 0.133, 0.133, 0.128, 0.117, 0.013, -0.158, 0.085, 0.114, 0.114, 0.108, 0.153, -0.539, 0.088, 0.232, -0.213, -0.258, -0.558, 0.226, 0.177, 0.190, -0.543, 0.215, 0.139, 0.200],
  "orbital_gap_ev": [5.36, 5.36],
  "multiplicity": 1,
  "charge": 3,
  "max_force_ha_per_bohr": 0.034
}


Entry 3:
{
  "formula": "C61H50BrF13N3O8P",
  "method": "ωB97M-V with the def2-TZVPD basis set",
  "elements": ["C", "C", "O", "P", "O", "C", "C", "C", "C", "C", "C", "C", "C", "F", "F", "C", "F", "F", "C", "F", "F", "C", "F", "F", "C", "F", "F", "C", "F", "F", "F", "C", "N", "C", "Br", "C", "C", "C", "C", "C", "C", "C", "C", "C", "N", "C", "C", "C", "C", "C", "N", "O", "O", "C", "C", "H", "H", "H", "H", "H", "H", "H", "H", "H", "H", "H", "H", "H", "H", "H", "H", "H", "H", "H", "H", "H", "H", "H", "H", "H", "H", "H", "H", "H", "H", "H", "H", "H", "H", "O", "C", "C", "C", "C", "C", "C", "C", "C", "O", "C", "C", "C", "C", "C", "C", "H", "H", "H", "H", "H", "H", "H", "H", "O", "C", "C", "C", "C", "C", "C", "C", "C", "O", "C", "C", "C", "C", "C", "C", "H", "H", "H", "H", "H", "H", "H", "H"],
  "coordinates": [[-5.10, 4.50, -2.06], [-4.13, 4.44, -0.89], [-4.59, 3.51, 0.12], [-3.94, 2.06, 0.07], [-4.28, 1.26, -1.11], [-2.15, 2.23, 0.33], [-1.34, 1.71, -0.89], [-0.48, 0.51, -0.53], [-0.79, -0.71, -1.19], [-0.10, -1.87, -0.92], [-0.45, -3.16, -1.63], [-1.69, -3.86, -1.05], [-1.32, -4.88, 0.00], [-0.21, -5.57, -0.32], [-1.06, -4.25, 1.17], [-2.47, -5.89, 0.26], [-2.74, -6.56, -0.86], [-3.56, -5.15, 0.57], [-2.28, -6.88, 1.44], [-3.43, -7.58, 1.52], [-2.15, -6.19, 2.57], [-1.11, -7.91, 1.28], [-0.74, -8.02, 0.00], [-1.56, -9.12, 1.67], [0.15, -7.61, 2.15], [0.40, -6.30, 2.20], [1.20, -8.20, 1.54], [0.10, -8.20, 3.58], [-1.09, -8.06, 4.14], [0.99, -7.56, 4.33], [0.42, -9.48, 3.56], [0.94, -1.85, 0.05], [1.58, -3.02, 0.36], [2.47, -2.92, 1.28], [3.32, -4.56, 1.80], [2.85, -1.71, 1.94], [3.89, -1.65, 3.03], [3.20, -1.66, 4.38], [3.13, -2.81, 5.16], [2.45, -2.79, 6.38], [1.84, -1.61, 6.81], [1.89, -0.44, 6.04], [1.20, 0.80, 6.51], [2.58, -0.49, 4.83], [2.25, -0.60, 1.62], [1.26, -0.64, 0.68], [0.56, 0.56, 0.37], [0.99, 1.82, 1.05], [2.42, 2.26, 0.56], [2.52, 3.76, 0.48], [2.17, 4.50, 1.65], [2.84, 4.31, -0.53], [-4.52, 1.38, 1.39], [-4.19, 1.99, 2.64], [-5.35, 1.87, 3.62], [-6.11, 4.48, -1.66], [-4.96, 5.45, -2.55], [-4.93, 3.67, -2.74], [-3.13, 4.19, -1.24], [-4.09, 5.41, -0.41], [-1.88, 1.66, 1.21], [-1.90, 3.27, 0.53], [-0.70, 2.50, -1.29], [-2.03, 1.38, -1.65], [-1.60, -0.70, -1.90], [0.41, -3.80, -1.66], [-0.67, -2.89, -2.66], [-2.27, -4.30, -1.86], [-2.32, -3.11, -0.59], [4.62, -2.43, 2.93], [4.38, -0.69, 2.91], [3.60, -3.71, 4.80], [2.39, -3.68, 6.99], [1.30, -1.58, 7.74], [1.21, 0.88, 7.59], [0.14, 0.73, 6.23], [1.59, 1.69, 6.04], [2.63, 0.41, 4.23], [0.32, 2.64, 0.81], [1.04, 1.69, 2.13], [3.15, 1.86, 1.25], [2.58, 1.84, -0.42], [2.28, 3.88, 2.45], [1.18, 4.71, 1.54], [-3.31, 1.50, 3.06], [-3.93, 3.04, 2.53], [-5.91, 2.80, 3.68], [-6.03, 1.08, 3.33], [-4.97, 1.67, 4.62], [1.96, -4.30, -5.16], [2.96, -5.00, -5.11], [3.85, -5.14, -6.29], [3.55, -4.45, -7.46], [4.38, -4.55, -8.56], [5.53, -5.34, -8.50], [5.83, -6.04, -7.34], [4.99, -5.95, -6.24], [5.32, -6.72, -5.01], [6.28, -7.46, -4.98], [4.44, -6.56, -3.82], [4.74, -7.24, -2.65], [3.95, -7.08, -1.52], [2.85, -6.23, -1.56], [2.53, -5.56, -2.73], [3.32, -5.72, -3.86], [2.66, -3.84, -7.50], [4.15, -4.01, -9.46], [6.18, -5.41, -9.35], [6.71, -6.66, -7.29], [5.61, -7.90, -2.62], [4.19, -7.61, -0.61], [2.23, -6.10, -0.68], [1.68, -4.91, -2.77], [-0.41, 11.45, -0.21], [-1.25, 10.62, -0.46], [-1.01, 9.17, -0.17], [0.19, 8.79, 0.42], [0.41, 7.45, 0.72], [-0.57, 6.51, 0.44], [-1.76, 6.88, -0.16], [-1.98, 8.21, -0.47], [-3.27, 8.59, -1.12], [-4.09, 7.75, -1.42], [-3.52, 10.03, -1.39], [-4.72, 10.42, -1.97], [-4.98, 11.76, -2.21], [-4.03, 12.72, -1.86], [-2.83, 12.34, -1.29], [-2.56, 11.00, -1.06], [0.94, 9.53, 0.64], [1.34, 7.15, 1.18], [-0.41, 5.46, 0.69], [-2.52, 6.15, -0.38], [-5.45, 9.66, -2.23], [-5.92, 12.05, -2.66], [-4.24, 13.77, -2.04], [-2.09, 13.09, -1.03]],
  "lowdin_charge": [-0.048, -0.273, -0.194, 0.481, -0.244, -0.187, -0.153, -0.145, 0.047, -0.131, -0.106, -0.035, -0.444, 0.114, 0.125, -0.372, 0.170, 0.157, -0.344, 0.164, 0.168, -0.341, 0.172, 0.161, -0.347, 0.136, 0.153, -0.573, 0.196, 0.190, 0.198, -0.137, 0.138, -0.595, 0.824, -0.268, -0.116, -0.210, -0.045, -0.067, -0.050, -0.269, -0.053, -0.004, 0.209, -0.126, -0.119, -0.123, -0.094, -0.521, 0.129, 0.112, -0.184, -0.289, -0.060, 0.086, 0.069, 0.076, 0.109, 0.085, 0.090, 0.079, 0.121, 0.085, 0.131, 0.078, 0.126, 0.133, 0.136, 0.080, 0.120, 0.085, 0.101, 0.108, 0.076, 0.083, 0.072, 0.106, 0.082, 0.113, 0.111, 0.125, 0.082, 0.048, 0.110, 0.109, 0.074, 0.081, 0.073, 0.103, -0.275, -0.083, -0.003, -0.058, -0.057, -0.003, -0.082, -0.277, 0.106, -0.083, 0.001, -0.050, -0.063, 0.009, -0.078, 0.120, 0.107, 0.107, 0.120, 0.120, 0.108, 0.067, 0.097, 0.112, -0.274, -0.076, 0.011, -0.040, -0.048, 0.007, -0.073, -0.261, 0.102, -0.082, -0.001, -0.055, -0.054, 0.000, -0.081, 0.123, 0.101, 0.079, 0.073, 0.120, 0.108, 0.108, 0.121],
  "orbital_gap_ev": 7.78,
  "multiplicity": 1,
  "smiles": "CCOP(=O)(CCc1cc(CCC(F)(F)C(F)(F)C(F)(F)C(F)(F)C(F)(F)C(F)(F)F)c2nc(Br)c(Cc3cccc(C)c3)nc2c1CCC(N)=O)OCC.O=C1c2ccccc2C(=O)c2ccccc21.O=C1c2ccccc2C(=O)c2ccccc21",
  "max_force_ha_per_bohr": 0.020
}